[1]
Density functional theory data (the ωB97M-V functional and the def2-TZVPD basis) for C6H14NO as an isolated structure.

The geometry in XYZ format:
```
22
Properties=species:S:1:pos:R:3:mulliken_charge:R:1
C 1.909 0.364 -0.396 -0.67
C 0.800 -0.411 0.123 0.67
C 0.622 -0.963 1.478 -1.60
C -1.847 -1.108 -0.703 -1.35
C -0.978 2.338 0.332 -0.74
C -1.004 0.083 -0.574 0.41
N 1.752 -1.077 -0.905 -0.18
O -1.492 0.964 0.271 -0.38
H 2.024 1.282 -0.994 0.24
H 2.721 0.399 0.206 0.35
H 1.559 -0.913 1.957 0.46
H 0.148 -1.907 1.603 0.38
H -0.065 -0.323 2.005 0.41
H -1.792 -1.556 0.295 0.33
H -1.608 -1.736 -1.465 0.39
H -2.865 -0.798 -0.800 0.39
H -1.095 2.927 -0.589 0.31
H -0.072 2.173 0.825 0.34
H -1.562 2.890 0.995 0.28
H -0.733 0.466 -1.612 0.39
H 1.339 -1.318 -1.730 0.26
H 2.238 -1.776 -0.323 0.32
```

Results
total charge	+1
HOMO level	-13.292	eV
ΔE to the lowest compared entry with this formula, charge and spin	3.958	eV
lowest unoccupied orbital energy	-3.015	eV



[2]
Density functional theory data (the ωB97M-V functional and the def2-TZVPD basis) for C27H73N6O7Zr as an isolated structure.

The geometry in XYZ format:
```
114
Properties=species:S:1:pos:R:3:mulliken_charge:R:1
Zr 4.039 0.425 3.350 1.15
C 0.028 1.026 2.522 -1.66
C 1.027 0.423 1.499 1.58
C 1.110 1.344 0.287 -0.94
O 2.320 0.111 2.054 -0.01
H 0.358 1.981 2.930 0.10
H -0.034 0.309 3.341 0.42
H -0.938 1.209 2.054 0.28
H 0.574 -0.515 1.178 -0.17
H 1.580 2.310 0.473 -0.19
H 0.138 1.596 -0.137 0.46
H 1.582 0.734 -0.483 0.25
C -0.033 -4.515 2.800 -1.36
C 1.396 -4.153 3.193 0.42
C 2.441 -4.232 2.044 -0.16
O 3.845 -4.244 2.446 -0.43
C 4.712 -4.408 1.324 -0.68
N 1.297 -2.851 3.866 -0.48
H -0.098 -5.565 2.514 0.47
H -0.346 -4.042 1.869 0.15
H -0.807 -4.435 3.564 0.39
H 1.662 -4.931 3.909 0.35
H 2.277 -3.402 1.356 -0.24
H 2.301 -5.166 1.500 0.45
H 4.599 -3.619 0.580 0.21
H 4.800 -5.393 0.866 0.32
H 5.735 -4.246 1.663 0.32
H 0.757 -2.176 3.344 0.07
H 0.726 -2.964 4.692 0.36
C -3.842 -0.344 -5.527 -1.50
C -3.245 0.251 -4.288 0.38
C -3.714 -0.418 -2.963 -0.71
O -2.892 0.116 -1.902 -0.10
C -3.403 -0.218 -0.654 -0.85
N -1.797 -0.014 -4.451 -0.32
H -3.591 -1.399 -5.633 0.36
H -3.629 0.261 -6.409 0.39
H -4.929 -0.296 -5.460 0.42
H -3.410 1.323 -4.392 0.31
H -3.570 -1.496 -3.031 0.23
H -4.771 -0.185 -2.834 0.54
H -3.524 -1.264 -0.373 0.41
H -4.351 0.297 -0.498 0.50
H -2.736 0.235 0.080 -0.05
H -1.682 -1.012 -4.552 0.37
H -1.393 0.194 -3.549 -0.05
C 0.088 2.784 -3.454 -0.46
C 0.592 2.754 -4.914 0.42
C 1.938 1.928 -4.921 -0.32
O 2.866 2.674 -4.091 -0.26
C 4.059 1.989 -3.786 -0.60
N -0.497 2.379 -5.806 -0.48
H 0.008 1.765 -3.078 -0.18
H -0.887 3.271 -3.444 0.52
H 0.817 3.295 -2.825 0.00
H 0.803 3.739 -5.328 0.37
H 2.276 1.598 -5.904 0.46
H 1.922 0.954 -4.432 -0.16
H 4.708 2.011 -4.661 0.33
H 3.858 0.959 -3.491 0.18
H 4.559 2.338 -2.883 0.24
H -1.266 3.017 -5.659 0.34
H -0.965 1.556 -5.453 0.20
C -3.137 0.635 5.243 -1.29
C -3.671 -0.701 4.800 0.18
C -4.736 -0.443 3.687 -0.31
O -5.778 0.390 4.200 -0.31
C -6.587 0.967 3.189 -0.78
N -2.560 -1.503 4.415 -0.48
H -2.927 1.152 4.307 0.18
H -2.195 0.613 5.790 0.36
H -3.876 1.076 5.912 0.38
H -4.141 -0.942 5.754 0.41
H -5.219 -1.367 3.369 0.49
H -4.301 0.001 2.791 0.11
H -6.103 1.794 2.670 0.32
H -7.454 1.409 3.680 0.29
H -7.062 0.286 2.483 0.32
H -2.971 -2.373 4.110 0.29
H -2.145 -1.093 3.590 0.05
C -1.318 -4.533 -1.826 -1.43
C -1.109 -3.057 -2.274 0.71
C 0.129 -2.245 -1.718 0.87
O 1.380 -2.774 -2.136 -0.56
C 2.533 -1.998 -1.874 -0.04
N -1.135 -3.001 -3.739 -0.43
H -0.656 -5.185 -2.396 0.43
H -2.355 -4.818 -2.007 0.45
H -1.288 -4.616 -0.740 0.28
H -1.969 -2.472 -1.949 -0.60
H 0.098 -2.326 -0.631 -0.20
H 0.036 -1.193 -1.987 -0.18
H 2.606 -1.832 -0.800 -0.01
H 2.565 -1.107 -2.501 -0.13
H 3.437 -2.523 -2.184 0.32
H -0.197 -3.280 -3.990 0.29
H -1.544 -3.861 -4.076 0.28
C 4.313 4.445 4.337 -1.48
C 3.465 3.888 3.214 0.34
C 3.258 4.954 2.036 -0.82
O 2.935 4.247 0.805 -0.42
C 2.480 5.077 -0.238 -0.77
N 3.968 2.591 2.586 -0.09
H 4.340 3.665 5.098 0.38
H 3.780 5.291 4.772 0.39
H 5.317 4.733 4.028 0.39
H 2.516 3.704 3.719 0.17
H 4.092 5.629 1.843 0.45
H 2.430 5.614 2.295 0.45
H 3.098 5.939 -0.488 0.43
H 1.531 5.581 -0.052 0.34
H 2.373 4.349 -1.043 0.09
H 4.852 2.848 2.170 0.41
H 3.453 2.711 1.726 0.10
```

Results
total charge	+3
HOMO level	-15.007	eV
lowest unoccupied orbital energy	-13.530	eV



[3]
Density functional theory data (the ωB97M-V functional and the def2-TZVPD basis) for C14H21BN4Pd as an isolated structure.

The geometry in XYZ format:
```
41
Properties=species:S:1:pos:R:3:lowdin_spin:R:1
C 0.920 -1.302 -1.412 0.10
C -1.522 -0.417 -2.187 -0.01
C 0.368 -2.429 -0.687 0.59
H 2.026 -1.194 -1.312 0.01
C -2.034 -0.994 -1.044 0.09
H -1.716 0.645 -2.410 0.01
H 0.791 -2.677 0.299 0.03
H -2.713 -0.394 -0.385 0.02
C -0.746 -3.209 -1.128 0.11
H -0.774 -4.149 -0.536 0.00
H -0.632 -3.527 -2.178 0.02
C 0.684 -1.314 -2.921 0.01
H 1.129 -2.201 -3.402 0.00
H 1.212 -0.471 -3.377 0.00
C -0.804 -1.179 -3.303 0.00
H -1.251 -2.150 -3.583 0.00
H -0.885 -0.577 -4.222 0.00
C -2.179 -2.496 -0.952 0.07
H -2.852 -3.010 -1.655 0.01
H -2.557 -2.786 0.033 0.00
Pd -1.112 0.537 -0.242 0.75
H 0.438 -0.382 -1.097 0.03
B -0.360 3.169 1.893 0.00
N 0.815 2.870 0.880 0.01
C 2.054 3.450 1.005 0.00
C 2.964 2.619 0.370 0.00
C 2.223 1.540 -0.157 0.00
N 0.896 1.733 0.139 0.07
N -0.555 1.787 2.625 0.00
C -0.318 1.630 3.961 0.00
C -0.079 0.278 4.188 0.00
C -0.220 -0.365 2.935 0.00
N -0.545 0.570 1.993 0.06
H -1.323 3.711 1.487 0.00
H 0.163 3.886 2.760 0.00
H 2.148 4.402 1.541 0.00
H 4.046 2.791 0.292 0.00
H 2.598 0.680 -0.705 0.00
H -0.347 2.513 4.616 0.00
H 0.148 -0.172 5.162 0.00
H -0.102 -1.417 2.716 0.00
```

Results
total charge	0
HOMO level (alpha / beta)	-7.570 / -8.659	eV
⟨S²⟩	2.01
spin multiplicity	3
lowest unoccupied orbital energy (alpha / beta)	0.598 / -1.153	eV



[4]
Density functional theory data (the ωB97M-V functional and the def2-TZVPD basis) for a 5-piece molecular cluster, C17H35O13 overall.

The geometry in XYZ format:
```
65
Properties=species:S:1:pos:R:3:mulliken_charge:R:1
C -0.473 1.755 0.132 -0.01
O -0.099 1.812 -1.172 -0.87
H -0.450 0.698 0.508 -0.21
H 0.172 2.385 0.789 0.32
H -1.521 2.126 0.282 -0.16
C -4.474 3.081 1.925 -1.21
C -3.072 3.543 2.244 -0.10
O -3.205 4.771 3.009 -0.29
C -2.113 5.521 3.112 0.72
O -1.020 5.258 2.711 -0.53
O -2.446 6.654 3.753 -0.34
C -1.372 7.554 3.939 -0.65
H -4.455 2.263 1.208 0.35
H -5.022 3.914 1.481 0.32
H -4.973 2.764 2.840 0.31
H -2.462 3.712 1.364 0.36
H -2.586 2.834 2.915 0.25
H -0.666 7.190 4.685 0.28
H -1.799 8.516 4.205 0.23
H -0.809 7.694 3.012 0.31
C -3.827 -6.150 -0.061 -1.13
C -4.780 -5.049 0.364 -0.14
O -4.502 -3.836 -0.326 -0.41
C -3.502 -3.104 0.167 0.79
O -2.880 -3.360 1.168 -0.58
O -3.335 -2.051 -0.608 -0.36
C -2.235 -1.202 -0.267 -0.50
H -2.823 -6.014 0.340 0.30
H -3.743 -6.115 -1.151 0.29
H -4.185 -7.129 0.253 0.37
H -4.654 -4.840 1.430 0.26
H -5.801 -5.345 0.142 0.32
H -1.316 -1.764 -0.094 0.24
H -2.447 -0.705 0.681 0.27
H -2.041 -0.468 -1.043 0.29
C 3.061 0.587 -1.527 -0.79
C 2.682 1.545 -2.644 -0.32
O 3.466 1.310 -3.859 -0.36
C 2.924 0.576 -4.812 0.76
O 1.963 -0.137 -4.726 -0.57
O 3.651 0.748 -5.936 -0.34
C 3.285 -0.060 -7.037 -0.68
H 3.612 -0.293 -1.870 0.25
H 2.130 0.140 -1.164 0.15
H 3.576 1.105 -0.723 0.29
H 2.998 2.556 -2.378 0.27
H 1.593 1.556 -2.785 0.43
H 2.776 -0.973 -6.723 0.33
H 4.194 -0.342 -7.562 0.23
H 2.584 0.482 -7.674 0.26
C 5.972 -2.271 0.405 -1.18
C 4.612 -2.837 0.169 -0.23
O 3.731 -2.177 1.043 -0.24
C 2.541 -2.653 1.394 0.78
O 2.042 -3.673 1.002 -0.61
O 2.028 -1.808 2.279 -0.34
C 0.617 -1.828 2.501 -0.54
H 6.746 -2.867 -0.087 0.39
H 6.242 -2.331 1.465 0.30
H 6.094 -1.227 0.124 0.28
H 4.641 -3.929 0.269 0.35
H 4.303 -2.732 -0.877 0.27
H 0.304 -0.798 2.328 0.13
H 0.437 -2.005 3.565 0.27
H 0.108 -2.573 1.901 0.35
```

Results
total charge	-1
HOMO level	-2.773	eV
ΔE to the lowest compared entry with this formula, charge and spin	0.000	eV
lowest unoccupied orbital energy	2.701	eV



Number 3 is which compound? C14H21BN4Pd